Entry 1:
A structure of composition C23H48N11O5S3SiTi, computed with ωB97M-V with the def2-TZVPD basis set.

Geometry (Å):
Ti  1.14  -1.37  0.36
N  3.67  -1.70  2.74
N  4.66  -0.94  2.11
C  4.50  -0.66  0.77
N  5.59  -0.21  0.12
N  3.33  -0.84  0.22
N  3.15  -0.61  -1.14
O  1.82  -0.76  -1.35
O  3.79  0.24  -1.79
H  3.50  -1.33  3.66
H  3.94  -2.68  2.80
H  5.61  -1.12  2.38
H  6.40  0.08  0.63
H  5.41  0.16  -0.81
N  -0.16  -2.97  -0.75
N  0.26  -4.24  -1.14
C  1.54  -4.61  -0.96
N  1.91  -5.78  -1.48
S  2.62  -3.64  -0.12
H  -1.01  -3.03  -0.20
H  -0.37  -2.39  -1.56
H  -0.34  -4.77  -1.77
H  1.28  -6.37  -2.01
H  2.86  -6.09  -1.36
N  -1.28  -3.19  6.98
C  -1.10  -4.04  5.96
S  -1.49  -5.63  6.03
C  -0.54  -3.43  4.72
C  0.31  -4.15  3.90
C  0.78  -3.58  2.74
N  0.44  -2.34  2.33
C  -0.39  -1.65  3.13
C  -0.89  -2.14  4.32
H  -1.65  -3.55  7.85
H  -0.90  -2.25  6.97
H  0.59  -5.16  4.16
H  1.45  -4.12  2.09
H  -0.68  -0.67  2.78
H  -1.58  -1.54  4.89
C  -0.31  3.10  2.97
C  1.16  2.68  2.94
C  1.32  1.46  2.16
N  1.36  0.51  1.53
H  -0.40  4.05  3.51
H  -0.91  2.35  3.47
H  -0.68  3.22  1.96
H  1.55  2.49  3.94
H  1.79  3.45  2.49
C  -5.11  1.33  -1.35
C  -3.84  2.03  -0.89
C  -3.68  1.91  0.62
C  -3.85  3.50  -1.29
O  -2.76  1.40  -1.59
Si  -1.20  1.05  -1.27
S  -1.15  -0.46  0.22
O  -0.52  0.55  -2.65
C  -0.82  0.02  -3.94
C  0.40  0.32  -4.81
C  -1.00  -1.49  -3.80
C  -2.07  0.65  -4.53
O  -0.37  2.35  -0.70
C  0.45  3.31  -1.40
C  -0.24  3.81  -2.66
C  1.79  2.66  -1.73
C  0.65  4.47  -0.44
H  -5.99  1.78  -0.89
H  -5.07  0.28  -1.08
H  -5.21  1.41  -2.43
H  -4.51  2.41  1.12
H  -2.75  2.37  0.95
H  -3.67  0.86  0.92
H  -4.72  4.01  -0.86
H  -3.90  3.59  -2.38
H  -2.95  4.00  -0.94
H  1.30  -0.08  -4.34
H  0.53  1.39  -4.93
H  0.29  -0.13  -5.80
H  -0.07  -1.93  -3.43
H  -1.22  -1.94  -4.77
H  -1.83  -1.70  -3.13
H  -1.97  1.74  -4.59
H  -2.94  0.43  -3.92
H  -2.24  0.27  -5.54
H  -0.41  3.00  -3.36
H  0.37  4.57  -3.15
H  -1.21  4.26  -2.42
H  1.66  1.81  -2.40
H  2.27  2.30  -0.82
H  2.45  3.38  -2.21
H  -0.31  4.89  -0.13
H  1.23  5.26  -0.91
H  1.18  4.14  0.46

Its gap between HOMO and LUMO (alpha / beta) is 6.65 / 7.70 eV. As for the expectation value of S²: 2.010. Its LUMO energy (alpha / beta) is -2.82 / -2.90 eV. The value obtained for the HOMO energy (alpha / beta) is -9.47 / -10.60 eV. As for the charge: +1. The total energy comes out at -4217.2576 hartree. The energy relative to the best compared isomer or geometry (same formula, charge and spin) comes out at 0.0 kJ/mol. Its spin multiplicity is 3.



Entry 2:
A cluster of 3 separate species, C23H48N4O6 in total at a distorted geometry, computed with ωB97M-V with the def2-TZVPD basis set.

Geometry (Å):
C  2.13  1.88  2.01
C  1.99  0.40  2.21
O  2.90  -0.33  2.14
O  0.74  -0.06  2.53
C  0.77  -0.64  3.85
C  -0.66  -0.83  4.28
C  -1.42  -1.83  3.33
C  -2.51  -1.12  2.50
C  -3.75  -2.05  2.29
C  -4.93  -1.64  3.20
C  -5.46  -2.93  3.91
C  -6.65  -3.38  3.03
O  -7.42  -4.23  3.23
N  -6.62  -2.52  1.93
C  -6.23  -1.23  2.53
C  -6.20  -0.09  1.53
C  -6.16  1.28  2.19
O  -5.12  1.82  2.29
N  -7.33  1.94  2.67
C  -7.49  1.82  4.13
C  -8.54  1.59  1.93
H  1.58  2.44  2.75
H  3.19  2.11  2.07
H  1.77  2.16  1.01
H  1.34  -1.57  3.84
H  1.30  0.03  4.52
H  -1.15  0.14  4.20
H  -0.76  -1.17  5.31
H  -1.80  -2.64  3.95
H  -0.68  -2.26  2.67
H  -2.81  -0.18  2.95
H  -2.08  -0.95  1.52
H  -3.41  -3.04  2.55
H  -4.03  -2.09  1.24
H  -4.58  -1.04  4.04
H  -5.70  -2.86  4.97
H  -4.81  -3.81  3.86
H  -7.46  -2.52  1.37
H  -6.98  -1.08  3.32
H  -5.28  -0.18  0.96
H  -7.01  -0.22  0.81
H  -6.52  1.62  4.57
H  -7.81  2.78  4.51
H  -8.25  1.09  4.43
H  -8.45  2.00  0.93
H  -9.37  2.13  2.38
H  -8.78  0.52  1.92
C  3.48  3.31  -4.74
O  2.15  3.23  -4.27
C  1.74  1.95  -3.82
C  2.17  1.61  -2.39
C  3.65  1.24  -2.26
N  1.88  2.70  -1.45
H  3.79  2.39  -5.24
H  4.17  3.54  -3.93
H  3.54  4.13  -5.46
H  0.65  1.97  -3.85
H  2.06  1.18  -4.53
H  1.59  0.74  -2.08
H  4.30  2.11  -2.30
H  3.83  0.75  -1.31
H  3.95  0.55  -3.05
H  0.88  2.88  -1.46
H  2.28  3.55  -1.84
C  6.79  0.74  -5.36
O  6.40  -0.13  -4.32
C  6.60  -1.51  -4.58
C  8.03  -2.01  -4.35
C  9.00  -1.62  -5.46
N  8.56  -1.57  -3.06
H  6.61  0.30  -6.35
H  7.84  1.02  -5.27
H  6.20  1.65  -5.27
H  5.94  -2.03  -3.89
H  6.24  -1.76  -5.59
H  7.98  -3.11  -4.34
H  9.31  -0.57  -5.38
H  9.91  -2.22  -5.39
H  8.57  -1.78  -6.44
H  7.97  -1.92  -2.32
H  8.44  -0.56  -3.01

Its gap between HOMO and LUMO is 9.92 eV. Its LUMO energy is 0.63 eV. The value obtained for the HOMO energy is -9.29 eV. As for the charge: 0. The total energy comes out at -1575.5547 hartree. The energy relative to the best compared isomer or geometry (same formula, charge and spin) comes out at 0.0 kJ/mol. As for the SMILES: CC(=O)OCCCCC[C@@H]1CC(=O)N[C@@H]1CC(=O)N(C)C.COC[C@@H](C)N.COC[C@@H](C)N.



> Look up the total energy of the second one.

-1575.5547 hartree